(1)
The molecule C24H29N3O2, computed with the ωB97M-V functional and the def2-TZVPD basis.

Each line ends with the Mulliken charge.
Geometry (Å):
C  -5.988  -0.112  -0.975  -0.760
O  -4.586  0.038  -1.128  -0.312
C  -3.833  -0.823  -0.400  0.358
O  -4.354  -1.648  0.324  -0.649
C  -2.390  -0.710  -0.553  -0.577
C  -1.652  0.182  -1.271  1.331
C  -2.208  1.384  -1.962  -2.151
N  -0.293  0.012  -1.368  0.331
C  0.574  1.088  -1.813  -1.408
C  0.694  2.172  -0.774  0.850
C  0.636  3.514  -1.127  -0.402
C  0.756  4.500  -0.163  -0.676
C  0.930  4.153  1.166  -0.615
C  0.993  2.817  1.525  -1.309
C  0.879  1.833  0.561  0.557
C  0.315  -1.217  -1.106  0.150
N  1.547  -1.339  -1.394  -0.271
C  2.306  -2.525  -1.135  -0.734
C  3.744  -2.142  -0.748  0.424
C  4.432  -1.410  -1.895  -1.397
C  3.736  -1.284  0.514  -1.189
N  -0.538  -2.185  -0.644  -0.313
C  -1.615  -1.750  0.225  0.150
C  -1.085  -1.207  1.547  0.302
C  -0.066  -1.881  2.210  0.080
C  0.461  -1.387  3.390  -0.903
C  -0.034  -0.213  3.932  -0.458
C  -1.062  0.454  3.290  -0.867
C  -1.580  -0.037  2.105  -0.021
H  -6.444  0.649  -1.604  0.238
H  -6.301  -1.109  -1.291  0.291
H  -6.275  0.029  0.069  0.322
H  -1.772  2.288  -1.539  0.361
H  -1.974  1.352  -3.026  0.343
H  -3.282  1.423  -1.845  0.366
H  0.233  1.497  -2.766  0.320
H  1.550  0.614  -1.967  0.152
H  0.499  3.790  -2.164  0.412
H  0.709  5.540  -0.449  0.390
H  1.018  4.922  1.919  0.404
H  1.132  2.537  2.559  0.501
H  0.932  0.793  0.845  0.467
H  2.330  -3.140  -2.044  0.240
H  1.884  -3.147  -0.326  0.323
H  4.287  -3.072  -0.543  0.374
H  3.871  -0.514  -2.145  0.196
H  5.443  -1.125  -1.612  0.448
H  4.484  -2.043  -2.778  0.359
H  3.196  -0.359  0.326  0.063
H  4.752  -1.039  0.816  0.491
H  3.249  -1.807  1.334  0.291
H  -0.094  -3.058  -0.401  0.473
H  -2.268  -2.605  0.430  0.676
H  0.324  -2.806  1.808  0.344
H  1.257  -1.921  3.887  0.437
H  0.378  0.174  4.853  0.437
H  -1.461  1.367  3.709  0.418
H  -2.377  0.496  1.609  0.343

Properties
Kohn-Sham gap in eV: 8.847
ΔE to the lowest compared entry with this formula, charge and spin in kcal per mole: 27.47
E in hartree: -1246.71107
Total charge: 0
F_max in hartree/bohr: 0.0167
SMILES: COC(=O)C1=C(C)N(Cc2ccccc2)/C(=N/CC(C)C)N[C@H]1c1ccccc1

***

(2)
A structure of composition C24H29N3O3PtS4Si, computed with the ωB97M-V functional and the def2-TZVPD basis.

Each line ends with the Mulliken charge.
Geometry (Å):
Pt  0.259  -0.606  -0.150  1.547
S  0.741  -1.262  1.960  -0.610
C  -0.662  -2.179  2.477  0.664
C  -0.670  -2.790  3.735  -0.738
C  -1.769  -3.501  4.187  -0.538
C  -2.895  -3.621  3.376  -0.582
C  -2.899  -3.021  2.126  -0.799
C  -1.800  -2.294  1.665  0.241
S  -1.831  -1.541  0.074  -0.606
H  0.213  -2.695  4.358  0.393
H  -1.751  -3.959  5.170  0.316
H  -3.762  -4.176  3.714  0.336
H  -3.768  -3.115  1.481  0.384
C  4.457  -1.997  0.356  -1.126
Si  3.304  -1.307  -0.979  0.260
C  4.367  -0.795  -2.455  -1.061
C  2.337  -2.790  -1.587  -0.968
N  2.289  -0.060  -0.335  -0.224
C  2.829  1.016  0.318  1.116
C  2.036  1.875  1.116  -0.367
C  2.566  2.975  1.764  -0.412
C  3.918  3.299  1.673  -0.550
C  4.723  2.466  0.906  -0.912
C  4.203  1.364  0.248  -0.214
H  4.985  -2.878  -0.025  0.327
H  3.854  -2.299  1.217  0.264
H  5.201  -1.278  0.706  0.360
H  4.914  -1.670  -2.824  0.328
H  5.095  -0.013  -2.232  0.366
H  3.723  -0.432  -3.259  0.166
H  3.039  -3.529  -1.991  0.409
H  1.656  -2.510  -2.389  0.128
H  1.754  -3.244  -0.784  0.213
H  0.988  1.638  1.223  0.094
H  1.901  3.593  2.361  0.363
H  4.327  4.162  2.185  0.334
H  5.784  2.677  0.810  0.345
H  4.878  0.759  -0.342  0.025
O  -5.036  -0.612  -0.349  -0.606
C  -4.853  0.705  -0.766  -0.123
N  -5.285  1.645  0.263  -0.011
C  -4.713  2.814  0.644  0.043
O  -5.346  3.667  1.256  -0.699
C  -3.273  3.015  0.289  0.468
C  -2.888  4.126  -0.446  -0.540
C  -1.554  4.273  -0.779  -0.905
C  -0.653  3.312  -0.339  -0.223
N  -1.004  2.272  0.409  0.054
C  -2.288  2.125  0.712  -0.411
H  -4.148  -0.957  -0.106  0.136
H  -5.467  0.864  -1.658  0.219
H  -3.812  0.910  -1.018  0.187
H  -6.233  1.529  0.589  0.249
H  -3.633  4.847  -0.762  0.418
H  -1.210  5.108  -1.374  0.386
H  0.400  3.373  -0.592  0.501
H  -2.541  1.249  1.302  0.524
C  -1.219  -2.243  -3.233  -0.458
O  -0.265  -1.548  -4.041  -0.388
C  0.160  -0.320  -3.693  -0.107
S  1.138  0.441  -4.794  -0.395
S  -0.441  0.419  -2.241  -0.286
H  -1.547  -3.082  -3.846  0.323
H  -2.056  -1.596  -2.975  0.248
H  -0.768  -2.597  -2.308  0.125

Properties
Kohn-Sham gap in eV: 6.019
ΔE to the lowest compared entry with this formula, charge and spin in kcal per mole: 19.34
E in hartree: -3323.71572
Total charge: -2
F_max in hartree/bohr: 0.0100